i.
The following is a DFT calculation (ωB97M-V/def2-TZVPD) of one molecule with the formula C20H26N2O3S2.

Last column: Mulliken charge in e.
Cartesian coordinates (Å):
C  -4.049  -1.673  -2.108  -0.958
C  -3.655  -2.547  -0.915  -0.931
N  -3.303  -1.803  0.272  0.053
C  -4.391  -1.360  1.118  -0.951
C  -4.742  0.119  0.937  -0.647
C  -2.036  -1.296  0.445  1.854
C  -1.045  -1.413  -0.541  -0.699
C  0.219  -0.896  -0.355  -1.109
C  0.566  -0.227  0.811  0.563
C  1.922  0.405  0.997  -1.090
N  2.411  1.041  -0.217  0.211
C  1.652  1.869  -0.980  0.727
O  2.034  2.300  -2.055  -0.685
C  0.315  2.238  -0.460  0.445
C  -0.864  2.108  -1.134  -0.755
C  -1.967  2.625  -0.424  -0.450
C  -1.609  3.175  0.763  -0.517
S  0.081  3.062  1.044  -0.195
C  3.755  0.740  -0.674  -0.436
C  4.799  1.284  0.337  -0.695
C  6.036  0.419  0.300  -0.849
S  5.263  -1.225  0.291  1.131
O  4.655  -1.468  1.571  -0.628
O  6.128  -2.241  -0.238  -0.718
C  3.980  -0.754  -0.908  -0.822
C  -0.397  -0.138  1.807  -1.229
C  -1.663  -0.655  1.635  -0.351
H  -4.982  -1.151  -1.910  0.306
H  -3.278  -0.934  -2.310  0.215
H  -4.184  -2.291  -2.993  0.391
H  -2.814  -3.190  -1.186  0.484
H  -4.491  -3.206  -0.662  0.401
H  -5.266  -1.968  0.880  0.397
H  -4.141  -1.552  2.167  0.413
H  -5.534  0.398  1.628  0.417
H  -3.872  0.743  1.128  0.076
H  -5.082  0.311  -0.077  0.200
H  -1.254  -1.898  -1.480  0.321
H  0.934  -0.984  -1.161  0.280
H  2.650  -0.358  1.294  0.496
H  1.866  1.139  1.811  0.277
H  -0.932  1.636  -2.097  0.515
H  -2.978  2.595  -0.789  0.506
H  -2.230  3.653  1.494  0.500
H  3.855  1.279  -1.624  0.605
H  4.379  1.229  1.342  0.340
H  5.015  2.329  0.114  0.462
H  6.675  0.535  1.168  0.485
H  6.609  0.513  -0.617  0.333
H  4.384  -0.970  -1.891  0.426
H  3.093  -1.354  -0.733  0.229
H  -0.156  0.359  2.736  0.357
H  -2.362  -0.554  2.448  0.300

Results
Kohn-Sham gap	8.06	eV
SMILES	CCN(CC)c1ccc(CN(C(=O)c2cccs2)[C@H]2CCS(=O)(=O)C2)cc1

---

ii.
The following is a DFT calculation (ωB97M-V/def2-TZVPD) of C20H26N2O3S2 as an isolated structure.

Last column: Mulliken charge in e.
Cartesian coordinates (Å):
C  3.539  1.731  -1.838  -1.201
N  2.928  1.598  -0.677  0.498
C  1.727  0.987  -0.669  -0.371
C  1.295  -0.099  -1.623  0.126
C  0.067  -0.924  -1.663  -1.717
C  -0.899  -0.590  -0.415  0.745
C  -0.620  0.356  0.633  -1.513
C  0.635  1.201  0.253  -0.679
H  0.848  1.970  0.998  0.267
H  -1.198  0.702  1.231  0.934
C  -2.184  -1.063  -0.408  0.921
O  -2.814  -1.515  -1.538  -0.719
N  -2.531  -1.768  0.707  -0.137
H  -2.043  -1.111  1.648  0.343
C  -3.899  -2.089  0.924  -1.378
C  -4.847  -1.025  1.804  -0.774
H  -4.452  -0.987  2.769  0.561
H  -5.863  -1.332  1.729  0.363
S  -4.467  0.744  0.816  -0.062
C  -5.899  0.758  -0.330  1.296
C  -5.920  -0.560  -1.379  -1.761
H  -6.622  -0.306  -2.008  0.748
H  -6.283  -1.286  -0.677  0.306
H  -4.933  -0.750  -1.456  0.343
C  -7.225  1.121  -0.032  -1.563
H  -7.117  1.885  0.792  0.281
H  -7.983  0.863  -0.555  0.668
H  -7.458  0.286  0.832  0.244
C  -5.539  1.873  -1.185  -1.655
H  -5.338  2.763  -0.610  0.510
H  -6.192  2.201  -2.121  0.289
H  -4.530  1.696  -1.896  0.277
H  -4.242  -2.342  0.099  0.987
H  -3.880  -3.071  1.695  0.222
H  -0.255  -1.554  -2.246  0.877
H  1.959  -0.085  -2.369  0.736
S  3.831  1.371  0.473  0.988
O  3.047  1.473  2.120  -0.732
O  4.907  2.281  0.485  -0.651
C  4.191  -0.206  0.475  0.566
C  3.514  -1.420  0.901  -0.283
C  3.622  -2.582  0.680  -0.432
C  4.851  -2.980  -0.187  -0.163
C  5.767  -2.058  -0.544  -0.506
C  5.387  -0.540  -0.348  -0.458
H  6.300  0.155  -0.543  0.297
H  6.825  -2.252  -1.035  0.269
H  5.333  -4.108  -0.413  0.192
H  3.118  -3.362  0.613  0.675
H  2.392  -1.021  1.308  0.067
H  4.311  2.500  -1.804  0.425
H  2.834  2.150  -2.739  0.351
H  4.118  0.847  -2.358  0.386

Results
Kohn-Sham gap	8.29	eV

---

Quick one: most stable of them? i

---

i.
The following is a DFT calculation (ωB97M-V/def2-TZVPD) of a 2-piece molecular cluster, C7H17N overall.

Last column: Löwdin spin population.
Cartesian coordinates (Å):
C  1.729  1.340  1.497  0.069
C  0.414  1.869  2.080  0.006
C  -0.564  2.155  0.964  0.010
C  1.480  0.109  0.623  0.457
N  0.559  -0.847  1.035  0.324
C  -0.189  -2.685  -1.424  0.002
C  -1.368  -1.720  -1.153  0.006
C  -1.211  -0.382  -1.878  0.006
H  2.539  1.036  2.182  0.027
H  2.203  2.236  0.985  0.007
H  0.039  1.043  2.715  0.001
H  0.611  2.781  2.731  0.001
H  -0.753  1.175  0.547  0.005
H  -0.135  2.823  0.219  0.003
H  -1.525  2.563  1.300  0.000
H  2.342  -0.257  -0.021  0.042
H  0.498  -0.878  -0.020  0.014
H  0.305  -2.983  -0.522  0.003
H  -0.482  -3.577  -1.985  0.000
H  0.573  -2.225  -2.103  0.000
H  -1.392  -1.355  -0.118  0.001
H  -2.243  -2.247  -1.541  0.002
H  -1.421  -0.331  -2.947  0.000
H  -0.174  -0.015  -1.733  0.011
H  -1.838  0.374  -1.432  0.000

Results
net charge	-1
2S+1	2
Kohn-Sham gap (spin up / spin down)	4.07 / 6.48	eV

---

ii.
The following is a DFT calculation (ωB97M-V/def2-TZVPD) of an isolated ion of composition C7H17N and charge -1.

Last column: Löwdin spin population.
Cartesian coordinates (Å):
C  -0.778  0.491  -1.199  0.032
C  -1.629  -0.414  -0.145  0.034
C  -2.328  0.452  0.988  0.269
C  -2.673  -1.260  -0.928  0.107
C  0.425  1.128  -0.373  0.054
N  1.541  0.104  -0.461  0.006
C  2.735  0.514  0.237  0.035
C  3.443  -0.624  1.042  0.065
H  -1.450  1.407  -1.468  0.019
H  -0.355  -0.008  -2.119  0.005
H  -0.963  -1.188  0.251  0.020
H  -2.035  0.062  2.017  0.084
H  -3.353  0.329  1.000  0.052
H  -2.156  1.556  0.824  0.049
H  -3.173  -1.989  -0.295  0.033
H  -2.268  -1.818  -1.739  0.013
H  -3.487  -0.652  -1.246  0.023
H  0.793  2.094  -0.789  0.013
H  0.089  1.231  0.599  0.024
H  1.105  -0.796  -0.209  0.005
H  2.524  1.369  0.844  0.014
H  3.430  0.780  -0.579  0.003
H  2.708  -1.077  1.682  0.025
H  3.660  -1.415  0.379  0.006
H  4.195  -0.278  1.687  0.010

Results
net charge	-1
2S+1	2
Kohn-Sham gap (spin up / spin down)	2.32 / 9.22	eV

---

Quick one: most stable of them? ii

---

i.
The following is a DFT calculation (ωB97M-V/def2-TZVPD) of a 11-piece molecular cluster, C5H29NO10 overall.

Last column: Mulliken charge in e.
Cartesian coordinates (Å):
C  2.804  1.833  -1.959  -1.018
C  1.876  0.913  -1.829  0.108
C  0.436  1.223  -2.085  0.753
C  -0.091  1.875  -3.170  -1.525
N  -0.280  1.130  -0.892  -0.199
C  -1.605  1.658  -0.997  -1.163
H  2.658  2.845  -2.296  0.305
H  3.810  1.777  -1.681  0.350
H  2.188  -0.113  -1.590  -0.040
H  -1.082  2.183  -3.274  0.453
H  0.211  1.919  -4.192  0.509
H  -0.158  0.260  -0.366  0.458
H  -2.168  1.131  -1.771  0.444
H  -1.953  1.643  0.104  0.175
H  -1.570  2.796  -1.169  0.362
O  -1.215  2.162  3.147  -0.682
H  -0.454  1.771  2.762  0.422
H  -1.005  3.100  2.830  0.324
O  -0.354  -2.733  2.855  -0.665
H  -0.044  -3.675  2.764  0.318
H  -1.273  -2.779  2.556  0.311
O  -2.743  0.291  2.627  -0.660
H  -3.322  0.963  2.659  0.268
H  -1.896  0.781  2.493  0.320
O  0.346  -2.061  -1.844  -0.633
H  1.085  -1.764  -1.246  0.259
H  0.581  -1.867  -2.767  0.313
O  3.617  -1.039  0.654  -0.630
H  3.555  -1.867  1.200  0.298
H  3.581  -0.446  1.462  0.325
O  -1.513  -2.305  -0.046  -0.520
H  -1.163  -2.119  -0.924  0.307
H  -0.902  -2.950  0.458  0.275
O  -3.432  -2.234  2.245  -0.704
H  -3.662  -2.338  1.360  0.269
H  -3.035  -1.286  2.389  0.454
O  1.548  -0.806  2.536  -0.608
H  1.606  -0.834  3.521  0.258
H  0.918  -1.536  2.142  0.361
O  0.288  -0.929  -4.687  -0.702
H  -0.147  -0.099  -4.424  0.363
H  1.247  -0.858  -4.503  0.340
O  0.907  1.733  1.891  -0.804
H  0.525  1.720  0.909  0.487
H  1.281  0.930  2.146  0.368

Results
Kohn-Sham gap	9.00	eV
SMILES	C=CC(=C)NC.O.O.O.O.O.O.O.O.O.O

---

ii.
The following is a DFT calculation (ωB97M-V/def2-TZVPD) of a 11-piece molecular cluster, C5H29NO10 overall.

Last column: Mulliken charge in e.
Cartesian coordinates (Å):
C  -1.697  1.060  0.938  -2.111
C  -1.942  -0.180  1.028  0.883
C  -1.572  -1.314  0.126  0.035
C  -1.177  -0.996  -1.163  -0.718
N  -1.056  -1.930  -2.123  -0.241
C  -0.355  -1.380  -3.381  -0.712
H  -1.937  1.666  1.797  0.485
H  -1.212  1.557  0.073  0.300
H  -2.520  -0.432  1.868  0.367
H  -1.659  -2.444  0.454  0.005
H  -1.059  -0.021  -1.335  0.713
H  -0.961  -2.843  -2.053  0.202
H  0.198  -0.413  -3.048  0.075
H  0.503  -1.831  -3.871  0.396
H  -1.212  -1.010  -3.989  0.330
O  3.210  -2.429  -0.140  -0.655
H  3.557  -2.267  -1.000  0.386
H  3.140  -1.712  0.458  0.274
O  3.639  -1.095  -2.400  -0.745
H  3.949  -0.209  -2.110  0.325
H  2.692  -1.215  -2.286  0.360
O  1.887  0.559  1.641  -0.715
H  2.421  1.191  2.145  0.304
H  1.264  1.251  1.207  0.459
O  -3.162  3.719  1.327  -0.611
H  -2.254  3.520  1.353  0.255
H  -3.613  3.433  0.623  0.287
O  0.925  2.379  -1.999  -0.530
H  1.286  1.517  -1.855  0.253
H  1.308  2.670  -2.811  0.280
O  1.654  -0.341  -0.980  -0.330
H  1.877  0.055  -0.149  0.164
H  1.355  -1.196  -0.882  0.283
O  0.631  -3.805  1.798  -0.649
H  0.666  -2.968  1.128  0.333
H  1.545  -3.736  2.092  0.318
O  -2.638  -2.148  2.997  -0.652
H  -2.011  -2.779  3.354  0.321
H  -2.983  -2.699  2.261  0.311
O  -0.941  4.202  -0.330  -0.506
H  -0.918  3.960  -1.281  0.236
H  -0.266  4.789  -0.151  0.271
O  0.406  2.460  2.278  -0.777
H  -0.285  3.005  1.762  0.367
H  0.093  1.530  2.273  0.372

Results
Kohn-Sham gap	7.72	eV
SMILES	C=C/C=C/NC.O.O.O.O.O.O.O.O.O.O

---

Quick one: most stable of them? i